Below is a gas-phase ion, C5H13NP (charge +1) in a non-equilibrium geometry, with properties calculated with ωB97M-V/def2-TZVPD.

```
20
Properties=species:S:1:pos:R:3:nbo_charge:R:1
C 2.5767 1.3617 1.3029 0.081
N 1.6465 1.2803 0.3957 -0.680
P 0.2759 0.2114 0.7028 1.490
C -1.4321 0.4658 0.7250 -0.781
C -2.3028 0.7743 -0.5013 -0.619
C 0.2031 -1.2633 -0.2962 -0.758
C 0.9407 -1.3705 -1.5890 -0.601
H 3.3946 2.0027 1.1767 0.219
H 2.3444 0.9597 2.3049 0.172
H 0.5018 -0.3443 2.0132 -0.014
H -1.4871 1.3065 1.3966 0.268
H -1.8003 -0.5413 0.9459 0.299
H -2.0485 0.3278 -1.4109 0.228
H -3.3678 0.5503 -0.1865 0.252
H -2.1886 1.7925 -0.8995 0.243
H 0.3218 -2.1644 0.2820 0.272
H -0.8753 -1.3310 -0.6059 0.253
H 0.3516 -1.9836 -2.1896 0.232
H 0.9517 -0.3585 -1.8757 0.207
H 1.9938 -1.6761 -1.6910 0.240
```

Values from the calculation:
Total energy ... -16165.5681 eV
Gap between HOMO and LUMO ... 10.855 eV
LUMO energy ... -0.156 hartree
Energy relative to the best compared isomer or geometry (same formula, charge and spin) ... 198.30 kJ/mol
Net charge ... +1
Structure (SMILES) ... C=[N+]=[PH](CC)CC

***

Below is 2 unconnected molecules or ions with the total composition C5H9FN in a non-equilibrium geometry, with properties calculated with ωB97M-V/def2-TZVPD.

```
16
Properties=species:S:1:pos:R:3:nbo_charge:R:1
C 0.7406 2.3107 1.4966 0.434
C 1.1675 -1.1900 -1.1212 -0.592
C -2.6551 -0.8053 1.2865 -0.463
C 1.1743 0.3560 -1.2063 -0.513
C 0.1250 0.8469 -0.3206 0.753
N 0.3724 1.5142 0.7043 -0.370
F -1.1130 0.2888 -0.3393 -0.236
H 1.1948 2.3449 2.4379 0.248
H 1.8900 -1.5214 -1.7806 0.242
H 1.5773 -1.3819 -0.1257 0.229
H 0.2221 -1.5694 -1.5801 0.251
H -2.5234 -0.3340 2.1565 0.158
H -3.4659 -0.7174 0.6267 0.176
H -1.9437 -1.4907 0.9145 0.149
H 1.0986 0.5995 -2.2424 0.284
H 2.1385 0.7491 -0.9067 0.251
```

Values from the calculation:
Total energy ... -9525.0807 eV
Gap between HOMO and LUMO (alpha / beta) ... 4.543 / 9.551 eV
LUMO energy (alpha / beta) ... -0.266 / -0.197 hartree
Energy relative to the best compared isomer or geometry (same formula, charge and spin) ... 535.55 kJ/mol
Net charge ... +1

***

Repeat the second record exactly.
Below is 2 unconnected molecules or ions with the total composition C5H9FN in a non-equilibrium geometry, with properties calculated with ωB97M-V/def2-TZVPD.

```
16
Properties=species:S:1:pos:R:3:nbo_charge:R:1
C 0.7406 2.3107 1.4966 0.434
C 1.1675 -1.1900 -1.1212 -0.592
C -2.6551 -0.8053 1.2865 -0.463
C 1.1743 0.3560 -1.2063 -0.513
C 0.1250 0.8469 -0.3206 0.753
N 0.3724 1.5142 0.7043 -0.370
F -1.1130 0.2888 -0.3393 -0.236
H 1.1948 2.3449 2.4379 0.248
H 1.8900 -1.5214 -1.7806 0.242
H 1.5773 -1.3819 -0.1257 0.229
H 0.2221 -1.5694 -1.5801 0.251
H -2.5234 -0.3340 2.1565 0.158
H -3.4659 -0.7174 0.6267 0.176
H -1.9437 -1.4907 0.9145 0.149
H 1.0986 0.5995 -2.2424 0.284
H 2.1385 0.7491 -0.9067 0.251
```

Values from the calculation:
Total energy ... -9525.0807 eV
Gap between HOMO and LUMO (alpha / beta) ... 4.543 / 9.551 eV
LUMO energy (alpha / beta) ... -0.266 / -0.197 hartree
Energy relative to the best compared isomer or geometry (same formula, charge and spin) ... 535.55 kJ/mol
Net charge ... +1

***

What is the energy relative to the best compared isomer or geometry (same formula, charge and spin) in the second record? 535.55 kJ/mol

***

Please write out number 2 again, unchanged.
Below is 2 unconnected molecules or ions with the total composition C5H9FN in a non-equilibrium geometry, with properties calculated with ωB97M-V/def2-TZVPD.

```
16
Properties=species:S:1:pos:R:3:nbo_charge:R:1
C 0.7406 2.3107 1.4966 0.434
C 1.1675 -1.1900 -1.1212 -0.592
C -2.6551 -0.8053 1.2865 -0.463
C 1.1743 0.3560 -1.2063 -0.513
C 0.1250 0.8469 -0.3206 0.753
N 0.3724 1.5142 0.7043 -0.370
F -1.1130 0.2888 -0.3393 -0.236
H 1.1948 2.3449 2.4379 0.248
H 1.8900 -1.5214 -1.7806 0.242
H 1.5773 -1.3819 -0.1257 0.229
H 0.2221 -1.5694 -1.5801 0.251
H -2.5234 -0.3340 2.1565 0.158
H -3.4659 -0.7174 0.6267 0.176
H -1.9437 -1.4907 0.9145 0.149
H 1.0986 0.5995 -2.2424 0.284
H 2.1385 0.7491 -0.9067 0.251
```

Values from the calculation:
Total energy ... -9525.0807 eV
Gap between HOMO and LUMO (alpha / beta) ... 4.543 / 9.551 eV
LUMO energy (alpha / beta) ... -0.266 / -0.197 hartree
Energy relative to the best compared isomer or geometry (same formula, charge and spin) ... 535.55 kJ/mol
Net charge ... +1